[1]
C54H68Cl3N3OP2SSeSiSn | ωB97M-V/def2-TZVPD

XYZ file:
```
135
C54H68Cl3N3OP2SSeSiSn (ωB97M-V/def2-TZVPD)
Sn 1.166 -0.778 0.545
Se 1.523 -5.160 -1.732
Cl 7.708 -3.347 -4.720
Cl 4.572 -0.812 -6.511
Cl 6.457 -7.653 -1.810
S 5.053 -3.659 -7.350
P -1.942 -1.287 0.448
P -0.267 3.346 -0.531
Si -2.515 2.282 0.666
O 4.141 -1.467 -3.257
N 5.399 -1.006 -0.908
N 1.266 -2.599 -0.429
N 3.631 -0.745 0.371
C 0.243 2.539 1.031
C 1.836 2.012 -2.076
C -1.605 -1.428 -2.318
C 1.485 2.407 1.639
C -0.190 5.844 0.573
C 3.868 -3.067 -5.127
C -0.913 2.086 1.690
C 4.454 -1.678 0.941
C 4.442 -2.494 -6.228
C -0.329 2.680 -3.213
C -2.607 -2.888 4.073
C 5.500 -1.866 -3.194
C 6.162 -0.958 -2.122
C 0.559 5.033 -0.515
C 1.569 1.843 2.906
C 3.927 -4.481 -5.196
C -4.983 1.330 1.506
C -3.744 0.866 1.032
C 3.252 -2.295 -4.005
C -0.817 1.542 2.964
C 2.070 5.111 -0.296
C 5.196 -5.285 -1.535
C 4.971 -3.965 -1.877
C -3.905 -0.910 -3.151
C -1.696 -2.684 1.697
C 1.747 2.306 -4.574
C 0.328 2.232 -1.900
C 2.503 6.579 -0.293
C 6.710 -4.064 -3.505
C -4.630 -1.368 1.229
C -3.534 -2.807 -1.540
C 5.717 -3.324 -2.860
C -2.492 -3.992 1.621
C 6.929 -5.396 -3.198
C -5.845 -0.886 1.677
C -4.513 -1.746 -2.034
C 5.553 -1.846 0.152
C -3.442 3.818 0.002
C 0.762 6.533 1.550
C 6.175 -6.004 -2.204
C -2.574 -0.319 -2.700
C -1.697 -2.103 3.129
C -2.234 -4.370 4.111
C -6.014 0.478 1.843
C -2.162 -2.251 -1.156
C -3.563 -0.527 0.922
C 4.240 -0.368 -0.741
C 4.528 -4.933 -6.324
C 0.426 1.430 3.573
C -1.980 -4.938 2.705
C 1.387 -3.662 -0.974
C 1.776 7.390 0.794
C 0.289 1.884 -4.357
C 2.381 2.795 -3.267
H -0.285 2.034 -5.269
H 7.185 -1.293 -1.954
H -2.738 0.316 -1.818
H -0.658 -2.982 1.454
H 3.884 0.368 -1.432
H -1.407 2.511 -3.164
H 2.385 2.763 1.160
H 0.500 1.043 4.578
H -5.140 2.388 1.642
H -6.652 -1.569 1.893
H -2.155 0.294 -3.498
H -4.526 -2.429 1.084
H 0.243 0.820 -4.109
H 0.341 5.459 -1.504
H 2.492 7.803 1.506
H 2.753 -2.993 -3.320
H 1.252 8.232 0.339
H 4.197 -2.161 1.864
H 4.698 -5.948 -6.622
H 4.616 -5.749 -0.754
H -4.521 3.694 0.023
H -1.707 1.257 3.504
H -4.592 -0.110 -3.426
H -0.678 -2.129 3.532
H -0.801 6.609 0.094
H -3.166 4.032 -1.029
H -1.454 -2.089 -3.174
H 5.997 -1.650 -4.151
H -2.484 -5.898 2.598
H -3.556 -3.851 1.792
H 3.464 2.673 -3.319
H 2.609 4.580 -1.080
H -1.476 -3.095 -0.992
H 6.171 0.070 -2.488
H 2.380 2.284 -1.167
H -0.166 3.746 -3.383
H -3.041 -4.917 4.600
H 2.502 -1.604 -4.404
H 2.311 1.458 -4.965
H -3.745 -1.531 -4.033
H 0.182 7.167 2.223
H -2.523 -2.473 5.079
H 6.403 -2.486 0.266
H -0.915 -5.114 2.548
H -1.344 -4.503 4.724
H -3.203 4.703 0.590
H 1.273 5.792 2.169
H 1.797 3.099 -5.321
H 2.179 3.858 -3.127
H -3.972 -3.366 -0.716
H 4.182 -3.425 -1.377
H -5.414 -2.244 -2.390
H 2.337 4.686 0.668
H 2.005 0.943 -2.261
H 2.309 7.008 -1.276
H -0.620 -1.013 -2.043
H -3.366 -3.520 -2.351
H -3.646 -2.769 3.759
H -4.800 -1.085 -1.218
H -0.860 5.191 1.148
H 3.579 6.614 -0.122
H 7.690 -5.951 -3.722
H -2.027 -1.058 3.122
H -0.130 1.268 -1.607
H -6.940 0.875 2.230
H -2.355 -4.456 0.645
H 3.536 -5.122 -4.427
H 2.533 1.765 3.385
```

**E_HOMO**: -12.228 eV
**Frontier orbital gap**: 5.671 eV
**Total charge**: +2



[2]
C2H3N3O2 | ωB97M-V/def2-TZVPD

XYZ file:
```
10
C2H3N3O2 (ωB97M-V/def2-TZVPD)
O 2.432 -0.583 0.066
O -0.480 1.177 -0.038
N 0.162 -0.920 -0.215
N 1.020 1.144 -0.259
N -2.156 -0.576 0.009
C 1.301 -0.201 -0.103
C -0.940 -0.096 -0.074
H 1.314 1.690 0.600
H -2.733 0.323 0.087
H 0.081 -1.959 -0.072
```

**E_HOMO**: -10.116 eV
**SMILES string**: [H]/N=c1/[nH]c(=O)[nH]o1
**Frontier orbital gap**: 10.607 eV



[3]
C2H3N3O | ωB97M-V/def2-TZVPD

XYZ file:
```
9
C2H3N3O (ωB97M-V/def2-TZVPD)
O 0.452 -0.550 -1.851
N -0.837 -0.152 1.332
N 0.747 0.870 0.059
N -0.776 -0.712 0.090
C 0.197 -0.104 -0.617
C 0.069 0.788 1.252
H 0.288 1.418 2.104
H 0.888 0.142 -2.362
H -0.998 -1.688 -0.008
```

**E_HOMO**: -9.680 eV
**SMILES string**: Oc1ncn[nH]1
**Frontier orbital gap**: 10.329 eV



[4]
C15H17ClNS | ωB97M-V/def2-TZVPD

XYZ file:
```
35
C15H17ClNS (ωB97M-V/def2-TZVPD)
Cl 4.529 2.180 2.812
S 0.865 -2.049 -3.248
N -0.224 -1.223 -1.054
C 0.538 -0.852 -2.011
C 2.512 0.440 2.369
C 1.105 2.254 0.764
C -3.089 -0.003 0.913
C -2.955 1.296 0.166
C 1.192 0.476 -2.223
C -0.751 -2.619 -1.138
C -0.773 0.647 0.552
C 2.321 2.635 1.327
C -1.624 1.586 -0.108
C 0.541 0.973 1.021
C 1.297 0.064 1.806
C -0.238 -3.266 -2.418
C 3.037 1.720 2.116
C -1.606 -0.392 1.239
H 0.575 2.968 0.126
H 2.282 0.367 -2.301
H 3.062 -0.251 3.004
H -3.808 1.921 -0.094
H -3.718 0.016 1.816
H -0.413 -3.211 -0.269
H 2.719 3.633 1.157
H -1.050 -3.517 -3.110
H 0.976 1.119 -1.371
H -1.358 -1.382 0.824
H -3.499 -0.765 0.233
H 0.801 0.960 -3.126
H 0.353 -4.166 -2.225
H 0.914 -0.951 1.963
H -1.260 2.422 -0.710
H -1.856 -2.625 -1.126
H -1.396 -0.404 2.323
```

**E_HOMO**: -11.753 eV
**Frontier orbital gap**: 6.541 eV
**Total charge**: +1



Among the records above, which one has the highest frontier orbital gap? C2H3N3O2



Number 1 is which compound? C54H68Cl3N3OP2SSeSiSn